#a
CH5INP | ωB97M-V/def2-TZVPD

## Properties
Gap between HOMO and LUMO   7.983 eV
Highest occupied orbital energy   -8.6 eV
SMILES   CN(P)I
Lowest unoccupied orbital energy   -0.61 eV

Positions of all 9 atoms, in Å:
C: -0.330 0.234 -1.124
N: -0.065 0.599 0.302
P: 1.095 -0.371 1.140
I: -1.600 1.555 1.435
H: -0.925 1.006 -1.432
H: 0.647 0.165 -1.443
H: -0.879 -0.624 -1.333
H: 0.871 0.135 2.435
H: 0.408 -1.669 1.443

---

#b
CH5INP | ωB97M-V/def2-TZVPD

## Properties
Gap between HOMO and LUMO   9.631 eV
Highest occupied orbital energy   -9.4 eV
SMILES   PNCI
Lowest unoccupied orbital energy   0.25 eV

Positions of all 9 atoms, in Å:
P: 1.413 0.979 0.397
N: 0.735 -0.515 -0.102
C: -0.803 -0.738 -0.380
I: -1.401 0.155 -2.348
H: 0.661 2.047 -0.099
H: 0.934 1.215 1.655
H: 1.313 -1.204 -0.494
H: -1.236 -1.782 -0.514
H: -1.332 -0.118 0.247

---

Which one is most stable, and which one is least stable? #b is the most stable of them, while #a is the least stable.

---

#a
C3H4ClF | ωB97M-V/def2-TZVPD

## Properties
Gap between HOMO and LUMO   10.703 eV
Highest occupied orbital energy   -10.0 eV
Lowest unoccupied orbital energy   0.66 eV

Positions of all 9 atoms, in Å:
C: -0.741 1.943 0.843
C: -0.874 0.698 -0.029
C: -0.319 -0.318 -0.341
H: 0.356 1.907 1.483
H: -0.855 2.636 0.069
H: -1.878 2.025 1.732
H: -1.875 0.378 0.237
F: -0.943 -1.502 -0.355
Cl: 1.432 -0.433 -0.186

---

#b
C3H4ClF | ωB97M-V/def2-TZVPD

## Properties
Gap between HOMO and LUMO   10.447 eV
Highest occupied orbital energy   -9.9 eV
SMILES   C=C(Cl)CF
Lowest unoccupied orbital energy   0.55 eV

Positions of all 9 atoms, in Å:
C: -0.214 -0.373 -1.911
C: -0.058 -0.200 -0.591
Cl: 1.300 0.683 0.267
C: -0.921 -0.882 0.394
F: -1.352 0.129 1.385
H: -1.171 -0.512 -2.322
H: 0.571 -0.437 -2.634
H: -0.395 -1.867 0.762
H: -1.771 -1.231 -0.166

---

Which one is most stable, and which one is least stable? #b is the most stable of them, while #a is the least stable.

---

#a
C3H4ClF | ωB97M-V/def2-TZVPD

## Properties
Gap between HOMO and LUMO   10.221 eV
Highest occupied orbital energy   -9.3 eV
SMILES   C/C(F)=C/Cl
Lowest unoccupied orbital energy   0.95 eV

Positions of all 9 atoms, in Å:
C: -0.559 -0.996 0.490
C: 0.283 -0.024 -0.319
F: 1.211 -0.628 -1.058
C: 0.285 1.322 -0.241
Cl: 1.476 2.224 -1.147
H: -1.293 -0.534 1.122
H: 0.140 -1.660 1.050
H: -1.124 -1.592 -0.188
H: -0.420 1.888 0.290

---

#b
C3H4ClF | ωB97M-V/def2-TZVPD

## Properties
Gap between HOMO and LUMO (alpha / beta)   8.158 / 8.158 eV
Highest occupied orbital energy (alpha / beta)   -9.0 / -9.0 eV
Lowest unoccupied orbital energy (alpha / beta)   -0.81 / -0.81 eV

Positions of all 9 atoms, in Å:
C: -1.058 0.967 -0.053
C: -1.379 -0.089 0.659
C: 2.104 -0.613 -0.951
F: -1.946 -1.177 0.120
Cl: 2.902 -0.083 0.380
H: -1.230 1.017 -1.112
H: -0.609 1.817 0.426
H: -1.239 -0.203 1.724
H: 2.456 -1.637 -1.194

---

#c
C3H4ClF | ωB97M-V/def2-TZVPD

## Properties
Gap between HOMO and LUMO   11.598 eV
Highest occupied orbital energy   -10.6 eV
SMILES   C=C[C@H](F)Cl
Lowest unoccupied orbital energy   0.99 eV

Positions of all 9 atoms, in Å:
C: -2.196 -0.597 0.152
C: -1.212 0.063 -0.433
C: 0.018 0.365 0.309
F: 0.379 1.646 0.003
Cl: 1.390 -0.740 -0.053
H: -3.007 -0.885 -0.399
H: -2.216 -0.978 1.208
H: -1.262 0.255 -1.458
H: -0.213 0.386 1.358

---

Which one is most stable, and which one is least stable? #a is the most stable of them, while #b is the least stable.

---

#a
C2H6O2 | ωB97M-V/def2-TZVPD

## Properties
Total charge   +1
Gap between HOMO and LUMO (alpha / beta)   9.419 / 5.705 eV
Highest occupied orbital energy (alpha / beta)   -15.6 / -15.6 eV
2S+1   2
Lowest unoccupied orbital energy (alpha / beta)   -6.19 / -9.88 eV

Positions of all 10 atoms, in Å:
C: -0.031 0.981 -0.238
C: -0.883 0.298 -1.104
O: -0.355 -0.747 -1.729
H: -0.120 1.934 0.268
H: 0.920 0.455 -0.129
H: -1.790 0.751 -1.510
H: -0.863 -1.538 -1.458
H: 0.874 0.035 1.901
H: 0.845 -1.446 1.818
O: 1.401 -0.723 2.180

---

#b
C2H6O2 | ωB97M-V/def2-TZVPD

## Properties
Total charge   +1
Gap between HOMO and LUMO (alpha / beta)   6.955 / 4.308 eV
Highest occupied orbital energy (alpha / beta)   -13.8 / -13.8 eV
2S+1   2
Lowest unoccupied orbital energy (alpha / beta)   -6.85 / -9.49 eV

Positions of all 10 atoms, in Å:
C: -2.157 -0.250 -0.832
C: -1.105 -1.127 -0.811
O: -0.799 -2.061 0.207
H: -2.544 -0.067 -1.848
H: -2.747 0.300 -0.090
H: -0.199 -0.984 -1.444
H: -1.377 -2.824 -0.040
H: 2.518 2.352 1.144
H: 3.156 3.644 1.504
O: 3.375 2.804 1.090

---

Which one is most stable, and which one is least stable? #a is the most stable of them, while #b is the least stable.